(1)
Entry from the OMol25 dataset: a cluster of 2 separate species, C5H11N3O in total in a non-equilibrium geometry (ωB97M-V with the def2-TZVPD basis set).

XYZ file:
```
20
C5H11N3O (ωB97M-V with the def2-TZVPD basis set)
N 1.8135 0.4929 -1.0790
C 0.6852 1.1974 -1.5131
C -1.2994 0.7236 1.4519
C 0.7454 -1.9524 0.2247
O 0.1142 0.9447 -2.5616
H -2.7212 -0.2826 -0.4944
H 2.6533 2.1774 -0.2074
H 0.3360 1.9931 -0.8343
N -0.8218 -0.2151 0.4320
C 2.7811 1.1345 -0.5327
H -2.0619 1.3892 1.0353
H -2.4131 -1.6048 0.6623
N 0.3544 -0.8607 0.8190
H -1.7060 0.1972 2.3225
H -1.6709 -1.5710 -0.9711
H 3.7312 0.6035 -0.3728
H -0.4845 1.3724 1.7877
C -1.9609 -0.9678 -0.1058
H 0.5204 -2.1362 -0.8369
H 1.4050 -2.6351 0.7738
```

Computed properties:
Energy above the lowest of the compared OMol25 structures with the same formula, charge and spin (kcal per mole): 94.70
Gap between HOMO and LUMO (eV): 8.352
SMILES: C=NN(C)C.C=NC=O
HOMO (eV): -8.10

***

(2)
Entry from the OMol25 dataset: a cluster of 2 separate species, C5H11N3O in total in a non-equilibrium geometry (ωB97M-V with the def2-TZVPD basis set).

XYZ file:
```
20
C5H11N3O (ωB97M-V with the def2-TZVPD basis set)
H 1.4433 1.3097 1.7394
N 0.0097 0.0416 -2.3251
H 0.2567 -1.8409 -0.4533
H 0.8401 0.1488 -2.8875
H -0.4751 -2.2981 1.1025
N -0.8814 0.7552 -0.2287
C -2.3279 -0.3639 1.3233
C 2.1096 0.2567 0.1077
H -0.2560 -0.9180 -2.1698
C -1.1468 -0.4233 0.3942
C -0.1362 0.8976 -1.2785
H -3.2144 -0.7834 0.8319
H 1.4106 -0.6940 0.5207
H 0.2485 1.8952 -1.4705
H -2.5510 0.6660 1.5836
O 2.7070 0.2160 -0.9428
H -2.1415 -0.9306 2.2366
C -0.2760 -1.4864 0.4161
H 2.3633 2.2205 0.5850
N 2.0176 1.3314 0.9153
```

Computed properties:
Energy above the lowest of the compared OMol25 structures with the same formula, charge and spin (kcal per mole): 45.06
Gap between HOMO and LUMO (eV): 8.771
SMILES: C=C(C)/N=C\N.NC=O
HOMO (eV): -7.92

***

(3)
Entry from the OMol25 dataset: a cluster of 3 separate species, C5H11N3O in total in a non-equilibrium geometry (ωB97M-V with the def2-TZVPD basis set).

XYZ file:
```
20
C5H11N3O (ωB97M-V with the def2-TZVPD basis set)
H -2.6884 -1.6606 -0.6242
C -2.8785 0.3782 -0.5114
H 2.3478 -1.0791 -1.4190
N -1.4611 -2.0184 2.3130
O 0.4523 -0.5217 -1.8163
N 0.7101 1.0176 0.5112
H -3.7310 0.3385 0.1684
H -2.2374 1.2111 -0.2252
H 3.2806 1.6348 0.9068
H 3.7951 0.7957 -0.5685
H -3.2463 0.5598 -1.5293
C 3.1595 0.7303 0.3114
C -1.1052 -1.1249 1.6860
H -0.6005 -0.2346 1.3157
C 1.4833 -0.4243 -1.1939
H 3.4911 -0.1245 0.9038
H 0.9234 1.6684 1.2673
H -1.3065 -0.8211 -1.0281
C 1.7250 0.5288 -0.0776
N -2.1133 -0.8540 -0.3902
```

Computed properties:
Energy above the lowest of the compared OMol25 structures with the same formula, charge and spin (kcal per mole): 67.55
Gap between HOMO and LUMO (eV): 7.524
SMILES: [H]/N=C(\C)C=O.C#N.CN
HOMO (eV): -8.39

***

(4)
Entry from the OMol25 dataset: a structure of composition C5H11N3O in a non-equilibrium geometry (ωB97M-V with the def2-TZVPD basis set).

XYZ file:
```
20
C5H11N3O (ωB97M-V with the def2-TZVPD basis set)
H 1.9654 -1.8092 -1.5893
H 3.0535 -1.0548 -0.3010
N -1.1513 -1.5352 1.2136
H -3.0423 -0.4391 1.0480
C 2.1403 -1.1282 -0.8646
H -0.1484 0.2415 -1.8110
C -2.1131 -0.7096 0.6705
H -0.4846 -1.6649 -1.1165
H -1.6741 2.1635 -0.0537
H 2.1764 0.3435 1.5099
O 1.2113 1.8339 0.4748
H 1.5331 2.3125 1.3098
C 1.1214 -0.3687 -0.2144
C 1.2778 0.5225 0.9209
N -1.4401 0.1120 -0.3508
C -0.2876 -0.4394 -0.9603
H 0.5317 0.1511 1.6724
N -1.8346 1.4200 -0.7502
H 0.0373 -1.2868 0.6811
H -2.8722 1.3354 -1.4892
```

Computed properties:
Energy above the lowest of the compared OMol25 structures with the same formula, charge and spin (kcal per mole): 185.07
Gap between HOMO and LUMO (eV): 8.785
HOMO (eV): -8.34

***

(5)
Entry from the OMol25 dataset: a cluster of 2 separate species, C5H11N3O2S in total in a non-equilibrium geometry (ωB97M-V with the def2-TZVPD basis set).

XYZ file:
```
22
C5H11N3O2S (ωB97M-V with the def2-TZVPD basis set)
O -0.4497 2.0288 -0.2578
N -0.9264 -1.2167 0.9347
H 0.7507 -0.5765 -3.0453
C 2.8641 -0.2248 -2.9061
C -1.5272 0.9083 1.8015
O -2.7936 1.2855 -0.5572
C 1.5542 -0.4302 -2.3167
H -1.1081 -2.0503 3.4631
H -0.9386 1.6118 2.3170
S -1.5357 0.9728 -0.0077
H 3.5746 0.3357 -2.2057
H 2.7938 0.4311 -3.8014
C -0.9423 -0.7235 -0.3242
H -0.7705 -2.1929 0.8764
C -1.2646 -0.5744 2.0376
H 3.2086 -1.1472 -3.2890
H 2.0808 -0.3965 -0.3494
N -1.3290 -1.0974 3.1926
H -2.4890 1.1002 2.1493
N 1.3286 -0.4742 -1.0938
H -1.4200 -0.4745 3.9659
H -0.6609 2.9050 -0.5839
```

Computed properties:
Energy above the lowest of the compared OMol25 structures with the same formula, charge and spin (kcal per mole): 61.14
Gap between HOMO and LUMO (alpha / beta) (eV): 7.392 / 7.395
Total charge: +2
HOMO (alpha / beta) (eV): -16.88 / -16.88

***

(6)
Entry from the OMol25 dataset: the ion C5H11N4O2 with charge +1 in a non-equilibrium geometry (ωB97M-V with the def2-TZVPD basis set).

XYZ file:
```
22
C5H11N4O2 (ωB97M-V with the def2-TZVPD basis set)
H 1.8736 -3.3060 -0.4859
H 3.3058 -1.4618 0.2464
H -0.4207 -2.1295 0.1368
C -0.4831 0.6858 -0.4200
H 0.5173 2.4180 0.4528
O 3.0049 2.1275 0.1238
C -0.2725 1.6832 0.6682
H -2.6286 0.6459 -0.5664
N 2.6951 -1.3274 -0.5308
N 2.9004 0.9723 0.4560
N 0.5038 -0.3337 -0.4163
H -2.1543 -0.2315 0.6861
N 1.6456 -2.2817 -0.3752
C -1.7963 -0.0434 -0.3240
H 0.0248 1.1786 1.6055
H -0.2906 1.1983 -1.4716
C 2.2409 -0.0105 -0.5579
H -1.6778 -0.9124 -0.9628
O 3.2251 0.5659 1.5103
H 2.4072 0.5636 -1.4522
C 0.5295 -1.6339 -0.1486
H -1.1683 2.3454 0.9001
```

Computed properties:
Energy above the lowest of the compared OMol25 structures with the same formula, charge and spin (kcal per mole): 133.52
Gap between HOMO and LUMO (eV): 9.891
Total charge: +1
SMILES: CC(C)N1C=[NH+]N[C@@H]1[N+](=O)[O-]
HOMO (eV): -14.42

***

(7)
Entry from the OMol25 dataset: a cluster of 2 separate species, C5H11N5O2 in total (ωB97M-V with the def2-TZVPD basis set).

XYZ file:
```
23
C5H11N5O2 (ωB97M-V with the def2-TZVPD basis set)
C 3.1594 2.0399 -1.6684
C 2.7093 -0.3566 -0.3709
C 3.4252 3.3363 -2.3895
H -0.0999 1.1892 0.2455
N -1.8393 -0.3672 1.4187
H 3.7810 -0.1919 -0.1283
O -1.3293 -1.6109 1.6007
H 2.6514 -0.6956 -1.4306
C -3.0846 -1.8007 0.5124
C 0.8410 0.9159 0.7679
O -4.1350 -2.2378 -0.1665
N -2.9041 -0.4615 0.7608
H 2.5462 3.6535 -2.9742
H 2.3192 -1.1593 0.2731
N 1.9416 0.8415 -0.1589
H 3.7966 1.1838 -1.9023
H 4.2652 3.2399 -3.0839
H 0.7017 -0.0630 1.2553
H 1.0253 1.6754 1.5518
H -4.1015 -3.1946 -0.2142
N 2.2071 1.9738 -0.8192
H 3.6593 4.1470 -1.6814
N -2.1384 -2.5300 1.0137
```

Computed properties:
Energy above the lowest of the compared OMol25 structures with the same formula, charge and spin (kcal per mole): 136.37
Gap between HOMO and LUMO (eV): 7.731
SMILES: C/C=N/N(C)C.Oc1nnon1
HOMO (eV): -7.62

***

(8)
Entry from the OMol25 dataset: the ion C5H11N6O2 with charge +1 in a non-equilibrium geometry (ωB97M-V with the def2-TZVPD basis set).

XYZ file:
```
24
C5H11N6O2 (ωB97M-V with the def2-TZVPD basis set)
H 0.8926 -0.7475 2.0426
H -2.3914 0.7539 0.1416
C 0.2105 -0.9989 1.2296
H -0.4589 -2.2284 -0.9859
N -0.8795 -0.0790 1.2395
C 1.9045 -0.0260 -0.1962
C -0.0093 -1.2316 -1.1269
H -2.3609 -1.0129 0.3012
N 0.6173 3.9626 0.9090
H 0.5235 -1.2266 -2.0785
N -0.1557 2.8491 0.9201
N 1.4376 1.3747 0.0470
H -1.5528 3.8710 1.6668
N -1.0082 -0.1725 -1.1267
H -1.6113 -0.1962 -1.9383
C 0.3243 1.6579 0.6033
O -1.4573 2.9385 1.3505
C -1.7293 -0.1163 0.1222
H 2.7300 -0.2041 0.5057
O 0.0682 4.9533 1.3154
N 0.9261 -1.0296 -0.0402
H 2.2944 -0.0519 -1.2168
H 2.0894 2.1102 -0.2323
H -0.1933 -2.0015 1.4327
```

Computed properties:
Energy above the lowest of the compared OMol25 structures with the same formula, charge and spin (kcal per mole): 175.55
Gap between HOMO and LUMO (alpha / beta) (eV): 8.298 / 8.296
Total charge: +1
HOMO (alpha / beta) (eV): -13.48 / -13.48

***

(9)
Entry from the OMol25 dataset: the ion C5H11NO with charge -1 in a non-equilibrium geometry (ωB97M-V with the def2-TZVPD basis set).

XYZ file:
```
18
C5H11NO (ωB97M-V with the def2-TZVPD basis set)
H -1.5597 0.3422 -1.3036
C -1.8315 1.8612 0.1200
H -2.7654 1.3844 0.1717
H -0.0706 0.5546 1.9704
H 1.9649 -0.0995 2.7481
H -0.2859 1.4109 -1.4994
C 1.9183 -0.5135 1.6798
H 2.9731 -0.5146 1.0360
C 0.3407 -1.2696 -0.7688
C -0.8773 0.8804 -0.7373
N 0.1043 -0.0759 -0.1498
H 1.8037 -1.5771 1.7667
H 1.0076 1.4111 0.9012
H 0.6731 -2.1275 -0.2082
O -0.3406 -1.5840 -1.7374
H -1.3674 2.0762 1.1297
C 0.7289 0.3159 1.1712
H -2.0530 2.6964 -0.5543
```

Computed properties:
Energy above the lowest of the compared OMol25 structures with the same formula, charge and spin (kcal per mole): 53.42
2S+1: 2
Gap between HOMO and LUMO (alpha / beta) (eV): 2.906 / 9.358
Total charge: -1
<S²>: 0.750
HOMO (alpha / beta) (eV): 1.14 / -5.40

***

(10)
Entry from the OMol25 dataset: the molecule C5H11NO in a non-equilibrium geometry (ωB97M-V with the def2-TZVPD basis set).

XYZ file:
```
18
C5H11NO (ωB97M-V with the def2-TZVPD basis set)
H -0.5254 2.3633 2.1832
C -0.6117 -0.8437 -1.7762
O -1.9373 -0.4657 -1.4610
H 2.3920 -0.5903 -0.0342
H 1.4250 1.1816 1.1397
H -0.8528 2.0025 0.4752
C 1.4103 -1.0263 -0.2042
C 0.4043 -0.1855 -0.8969
H 1.4022 -2.1070 -0.3489
H -0.5723 -1.9402 -1.5286
H -1.5886 1.0066 1.7329
H 0.7019 0.1981 2.4223
C -0.6825 1.5554 1.4606
N 0.2683 -0.4906 0.5129
C 0.5169 0.6193 1.4264
H -0.4198 -0.7502 -2.8460
H 0.6949 0.8324 -1.1598
H -2.0254 -1.3598 -1.0975
```

Computed properties:
Energy above the lowest of the compared OMol25 structures with the same formula, charge and spin (kcal per mole): 61.88
Gap between HOMO and LUMO (eV): 10.442
SMILES: CCN1C[C@H]1CO
HOMO (eV): -9.29